1.
ORCA calculation (the ωB97M-V functional and the def2-TZVPD basis) on an isolated molecule of C3H3ClS2 at a distorted geometry.

Output
- Gap between HOMO and LUMO: 8.0 eV
- Spin multiplicity: 1
- Charge: 0
- HOMO: -9.02 eV
- LUMO: -1.048 eV

Cartesian coordinates (Å):
C  -0.4558  0.5938  -0.5695
C  0.2672  -0.5104  0.2145
C  0.1501  -0.6576  1.5097
H  1.1969  0.7957  -2.0828
H  0.3315  -1.6391  1.9836
H  -0.5037  0.2280  2.0010
S  0.2420  1.6716  -1.9476
S  -1.9359  1.2486  -0.1235
Cl  0.7077  -1.7307  -0.9853



2.
ORCA calculation (the ωB97M-V functional and the def2-TZVPD basis) on a structure of composition C3H3ClS2 at a distorted geometry.

Output
- Gap between HOMO and LUMO: 7.5 eV
- Spin multiplicity: 1
- Charge: 0
- HOMO: -8.62 eV
- LUMO: -1.161 eV

Cartesian coordinates (Å):
C  1.1118  -1.4065  -0.3253
C  0.1745  -0.6668  0.3808
C  -1.0342  1.8186  0.1103
H  1.4366  -1.3507  -1.3394
H  -0.0439  -0.6758  1.3827
H  -1.1816  1.8399  1.2040
S  -0.3075  0.4755  -0.8535
S  -1.9939  2.8753  -1.0126
Cl  1.8382  -2.9095  0.4530